# 1
Entry from the Open Molecules 2025 dataset: a molecular structure, C32H54BrF7NO9PS at a distorted geometry (the ωB97M-V functional and the def2-TZVPD basis).

Kohn-Sham gap in eV: 8.7
HOMO in eV: -9.09
Energy relative to the best compared isomer or geometry (same formula, charge and spin) in eV: 0.000

The geometry in ORCA input format:
```
! RIJCOSX wB97M-V def2-TZVPD def2/J DEFGRID3
* xyz 0 1
C 0.49680 -3.96248 4.21418
C 0.32981 -3.12378 3.38125
C 0.12954 -2.09715 2.35183
Br 1.29780 -0.68367 3.18391
O -1.14683 -1.54438 2.62150
S -2.51709 -1.73879 1.82865
O -3.14320 -0.46053 1.95410
O -3.35554 -2.77741 2.31934
C -2.01196 -1.99526 0.09038
N -2.73570 -0.93681 -0.66034
C -3.95529 -0.96001 -0.71496
O -5.09730 -0.96885 -0.78431
P -2.71194 -3.54022 -0.76308
O -3.72042 -4.30492 -0.01163
C -0.47386 -1.68685 -0.11356
C -0.14071 -1.83744 -1.57418
C -0.91608 -2.15424 -2.63967
C -0.35814 -0.12049 0.15712
C -0.14961 0.89758 -0.97945
C -1.34963 1.83312 -1.16134
O 0.90531 1.81512 -0.57128
C 0.49997 -2.52141 0.86870
C 0.41572 -4.10699 0.73042
C 0.86032 -4.71951 -0.60536
C -0.77000 -4.86888 1.39677
C -1.34289 -6.13840 0.74347
C -2.28661 -6.79048 1.78180
C 1.99226 -2.19705 0.53641
F 2.32959 -2.52771 -0.74762
F 2.27222 -0.84492 0.45250
C 3.18819 -2.79556 1.36423
F 3.65761 -3.88815 0.69237
F 2.96534 -3.23986 2.60852
C 4.46337 -1.87099 1.44142
F 4.31163 -0.81927 2.24798
F 5.40588 -2.65880 2.03204
F 4.94939 -1.54925 0.24193
H 0.94968 -4.57616 4.95444
H -1.56887 -4.27111 -1.12163
H -3.21877 -3.19210 -2.02688
H 0.83130 -1.43863 -1.84995
H -0.64841 -2.88013 -3.39909
H -1.85747 -1.63987 -2.79963
H -1.20133 0.26536 0.72573
H 0.41148 0.11349 0.88124
H 0.12968 0.59894 -1.98930
H -1.67105 2.22251 -0.19794
H -0.97574 2.68020 -1.73227
H -2.15046 1.35490 -1.71455
H 1.72446 1.39749 -0.85211
H 1.24128 -4.41699 1.37563
H 0.45894 -4.26376 -1.50513
H 0.61574 -5.77601 -0.66525
H 1.93808 -4.74071 -0.71835
H -0.44465 -5.28660 2.34112
H -1.62626 -4.26159 1.69641
H -1.92532 -6.01950 -0.16200
H -0.55946 -6.87664 0.58165
H -2.81985 -6.03417 2.35142
H -1.68916 -7.40187 2.45662
H -2.99661 -7.44085 1.28069
C -2.30809 7.17617 -0.80863
C -0.88853 6.67801 -1.01916
O -0.75461 5.75975 -2.08770
C -1.12033 6.23093 -3.37011
C -0.31659 7.43117 -3.84123
H -2.98488 6.33787 -0.63776
H -2.34880 7.83971 0.05577
H -2.67998 7.73164 -1.67082
H -0.55990 6.14120 -0.12926
H -0.19662 7.51788 -1.14959
H -2.19471 6.44634 -3.40453
H -0.95004 5.39523 -4.04969
H -0.46285 8.29976 -3.19796
H -0.61627 7.71177 -4.85157
H 0.74912 7.19838 -3.84330
C -3.58758 2.67059 -5.96166
C -3.20488 1.39191 -5.23753
O -3.38841 1.44953 -3.83445
C -4.71194 1.69004 -3.38478
C -5.71305 0.63568 -3.82375
H -3.02118 3.51579 -5.56825
H -3.37820 2.57533 -7.02756
H -4.64761 2.90218 -5.85133
H -2.14217 1.19797 -5.38673
H -3.74031 0.53240 -5.65675
H -5.04149 2.69017 -3.68611
H -4.65425 1.70028 -2.29536
H -5.81904 0.58979 -4.90849
H -6.69579 0.84946 -3.40370
H -5.39316 -0.34974 -3.48244
C 6.33854 -0.09614 4.81652
C 5.64067 0.90647 5.71896
O 6.52330 1.74961 6.43601
C 7.38122 2.56143 5.65612
C 6.65303 3.52097 4.73023
H 7.02285 -0.71904 5.39435
H 5.60552 -0.73972 4.33360
H 6.91888 0.39266 4.03248
H 5.06623 0.37137 6.47546
H 4.92135 1.50631 5.14914
H 8.08544 1.93876 5.09248
H 7.97541 3.13165 6.37034
H 6.05159 2.99596 3.98692
H 7.37001 4.14543 4.19636
H 5.98291 4.16558 5.30058
*
```

# 2
Entry from the Open Molecules 2025 dataset: 3 unconnected molecules or ions with the total composition C29H57ClFN9O3P2S at a distorted geometry (the ωB97M-V functional and the def2-TZVPD basis).

Kohn-Sham gap in eV: 7.2
HOMO in eV: -7.78
SMILES string: CCSCc1nc2c(CC(=O)F)c([C@@H](Cl)CC)ccc2nc1CN.CN(C)P(=O)(N(C)C)N(C)C.CN(C)P(=O)(N(C)C)N(C)C

The geometry in ORCA input format:
```
! RIJCOSX wB97M-V def2-TZVPD def2/J DEFGRID3
* xyz 0 1
C -1.83815 -2.95390 -2.30700
C -1.41466 -2.87987 -0.81976
S -2.64675 -2.13134 0.27843
C -2.29516 -0.33385 0.48914
C -0.78359 -0.07339 0.53554
N -0.06561 -0.90602 1.25877
C 1.27427 -0.66826 1.24339
C 2.12241 -1.55732 1.97321
C 1.50876 -2.70002 2.76662
C 0.64784 -3.63899 1.93572
O 1.01586 -4.30625 1.01221
F -0.64751 -3.74234 2.33733
C 3.47509 -1.39421 1.96647
C 4.47306 -2.30235 2.67370
Cl 4.27613 -2.35631 4.46548
C 4.45136 -3.71730 2.00398
C 5.66961 -3.93275 1.05406
C 4.04047 -0.29880 1.22477
C 3.23390 0.53278 0.53780
C 1.81742 0.39341 0.51689
N 1.10897 1.27829 -0.23290
C -0.17455 1.00524 -0.19358
C -1.06858 1.91193 -1.04642
N -0.96629 1.58160 -2.48264
H -0.96178 -3.31718 -2.87250
H -2.02518 -1.93969 -2.68679
H -2.66197 -3.64725 -2.49793
H -1.26658 -3.91398 -0.47754
H -0.42471 -2.40953 -0.78477
H -2.77867 0.17177 -0.34679
H -2.75112 -0.05469 1.44764
H 0.85696 -2.27432 3.54620
H 2.24420 -3.31305 3.29125
H 5.47525 -1.90191 2.49041
H 4.37672 -4.51047 2.75730
H 3.55857 -3.81679 1.37251
H 6.33971 -4.68650 1.49135
H 5.36596 -4.29279 0.06569
H 6.26044 -3.01847 0.91341
H 5.11775 -0.14524 1.17718
H 3.68176 1.34050 -0.04244
H -0.63215 2.91882 -0.91843
H -2.09463 1.98190 -0.67547
H -0.69196 2.43105 -2.96077
H -0.21678 0.91442 -2.63403
C -8.09149 -1.91834 2.32176
N -7.13389 -0.84573 2.19988
C -6.34863 -1.01644 0.98300
P -6.41822 0.15481 3.40493
O -6.44247 1.43674 2.59119
N -7.50496 0.70994 4.64056
C -8.95028 0.68908 4.49164
C -7.11169 1.98469 5.22577
N -5.99491 -1.16186 4.45952
C -4.69130 -1.77151 4.19411
C -6.82636 -2.00622 5.27535
H -7.60799 -2.90718 2.34185
H -8.77089 -1.90244 1.46420
H -8.72323 -1.84613 3.20325
H -5.61463 -1.82464 1.09943
H -5.80286 -0.10716 0.72822
H -6.98648 -1.24602 0.12503
H -9.30029 -0.06557 3.79183
H -9.34880 1.64715 4.13182
H -9.41511 0.47185 5.46057
H -7.38785 2.83680 4.59461
H -6.02926 2.02304 5.37320
H -7.57396 2.10721 6.20946
H -4.76506 -2.59562 3.46915
H -4.23807 -2.16171 5.10815
H -3.99611 -1.03324 3.78728
H -7.00634 -2.97488 4.79582
H -7.79112 -1.56129 5.50842
H -6.34624 -2.19983 6.24165
C 6.95415 3.44015 -3.38831
N 6.35427 2.22582 -3.88769
C 7.39332 1.25239 -4.20199
P 4.83626 1.96926 -4.66375
O 4.52722 0.64829 -3.98360
N 3.50270 2.83926 -3.97274
C 3.53643 3.41825 -2.63881
C 2.22149 2.17619 -4.16067
N 5.02066 3.28089 -5.79180
C 5.70919 2.93712 -7.03450
C 4.97425 4.70364 -5.57990
H 7.65630 3.88474 -4.11031
H 7.51630 3.22313 -2.47492
H 6.23388 4.20804 -3.11884
H 7.92259 1.51956 -5.12727
H 6.97553 0.25417 -4.33400
H 8.12536 1.18138 -3.39281
H 4.54165 3.65261 -2.29628
H 3.10183 2.75234 -1.88161
H 2.96626 4.35478 -2.63191
H 2.06550 1.36086 -3.44447
H 2.14972 1.74934 -5.16454
H 1.40415 2.89704 -4.06100
H 6.79760 3.07784 -6.95066
H 5.35119 3.54148 -7.87096
H 5.52830 1.89290 -7.29870
H 5.98041 5.13461 -5.52965
H 4.44188 4.98480 -4.67414
H 4.44400 5.19704 -6.40252
*
```

# 3
Entry from the Open Molecules 2025 dataset: a molecular structure, CH4NOS at a distorted geometry (the ωB97M-V functional and the def2-TZVPD basis).

Kohn-Sham gap (alpha / beta) in eV: 2.4 / 2.4
HOMO (alpha / beta) in eV: -2.23 / -2.23
Energy relative to the best compared isomer or geometry (same formula, charge and spin) in eV: 7.611

The geometry in ORCA input format:
```
! RIJCOSX wB97M-V def2-TZVPD def2/J DEFGRID3
* xyz -1 1
C -0.96078 -1.28190 1.38174
N 0.35849 -1.95289 0.24578
O 0.09944 -2.11853 -0.97237
S 1.01470 5.42877 -2.17670
H -0.49237 -0.63742 2.04907
H -1.52127 -0.62439 0.73359
H 0.64236 -2.98925 0.64127
H 0.85943 4.17561 -1.90237
*
```

# 4
Entry from the Open Molecules 2025 dataset: C12H12N4O5S2 in the gas phase at a distorted geometry (the ωB97M-V functional and the def2-TZVPD basis).

Kohn-Sham gap in eV: 9.1
HOMO in eV: -9.60
SMILES string: NS(=O)(=O)c1ccc(NC(=O)NS(=O)(=O)c2ccccc2)cn1
Energy relative to the best compared isomer or geometry (same formula, charge and spin) in eV: 2.643

The geometry in ORCA input format:
```
! RIJCOSX wB97M-V def2-TZVPD def2/J DEFGRID3
* xyz 0 1
N -1.29317 1.02612 -4.51205
S -0.90528 -0.54582 -4.59244
O -2.26898 -1.05494 -4.61008
O -0.22608 -0.74979 -5.92374
C -0.01275 -1.10764 -3.01641
C -0.39058 -2.38276 -2.62219
C 0.25950 -2.90507 -1.52084
C 1.04235 -2.15853 -0.69670
N 1.76173 -2.62295 0.42045
C 2.29505 -1.73816 1.36670
O 3.45686 -1.97884 1.75854
N 1.84895 -0.58625 1.79582
S 0.50965 -0.57651 2.81934
O 0.64839 -0.96956 4.23917
O -0.55560 -1.47119 2.32592
C -0.27103 1.08176 2.71049
C 0.21048 2.07658 1.81458
C -0.33666 3.36920 1.73989
C -1.43136 3.66170 2.55110
C -1.89803 2.66522 3.40412
C -1.33532 1.43995 3.51456
C 1.25484 -0.78536 -1.09677
N 0.83678 -0.26816 -2.27209
H -2.26555 1.15274 -4.48536
H -0.92037 1.50280 -5.36476
H -0.98483 -3.03848 -3.20646
H -0.17998 -3.91102 -1.28848
H 2.06419 -3.59790 0.41499
H 2.43357 0.25248 1.93399
H 1.11737 2.03098 1.18978
H 0.11998 4.11565 1.06960
H -1.95521 4.54378 2.33675
H -2.74066 2.96831 4.00658
H -1.75934 0.70106 4.24427
H 1.87110 -0.13942 -0.44827
*
```

# 5
Entry from the Open Molecules 2025 dataset: C5H8N2O4 in the gas phase at a distorted geometry (the ωB97M-V functional and the def2-TZVPD basis).

Kohn-Sham gap in eV: 7.8
HOMO in eV: -8.75
SMILES string: C=C(C/C(C)=[N+](/[O-])O)[N+](=O)[O-]
Energy relative to the best compared isomer or geometry (same formula, charge and spin) in eV: 8.507

The geometry in ORCA input format:
```
! RIJCOSX wB97M-V def2-TZVPD def2/J DEFGRID3
* xyz 0 1
C -1.83770 -1.84405 0.28083
C -1.15296 -0.70729 0.11508
C 0.05769 -0.26211 0.95102
C 0.97577 0.44938 -0.03646
C 0.80097 1.93125 -0.21336
N 2.01937 -0.08518 -0.60331
O 2.93732 0.52424 -1.19657
O 2.15397 -1.43943 -0.37919
N -1.83617 0.19596 -0.68497
O -1.72129 1.39983 -0.44953
O -2.46148 -0.19496 -1.65360
H -2.80281 -1.92781 -0.24274
H -1.56331 -2.61139 1.12283
H -0.32756 0.45032 1.66064
H 0.44281 -1.05544 1.51479
H -0.19590 2.16577 -0.74344
H 1.58573 2.31925 -0.87494
H 0.78010 2.35786 0.82861
H 2.14546 -1.66621 0.60430
*
```

# 6
Entry from the Open Molecules 2025 dataset: 2 unconnected molecules or ions with the total composition C4H12O2S at a distorted geometry (the ωB97M-V functional and the def2-TZVPD basis).

Kohn-Sham gap in eV: 9.4
HOMO in eV: -8.66
SMILES string: OCCCCS.O
Energy relative to the best compared isomer or geometry (same formula, charge and spin) in eV: 0.329

The geometry in ORCA input format:
```
! RIJCOSX wB97M-V def2-TZVPD def2/J DEFGRID3
* xyz 0 1
O 1.54783 1.37853 -1.06478
C 0.19132 1.75473 -1.32316
C -0.78251 0.56172 -1.16786
C -0.63098 0.08361 0.30590
C -1.54931 -1.06998 0.64200
S -1.59946 -1.58894 2.41712
H 2.06201 2.08799 -1.44840
H 0.08334 2.12292 -2.34658
H -0.09573 2.47758 -0.54753
H -1.76521 0.99491 -1.37605
H -0.49905 -0.23152 -1.85263
H 0.40098 -0.24508 0.36014
H -0.77194 0.96673 0.93824
H -1.19203 -1.94604 0.08474
H -2.57716 -0.91980 0.31733
H -0.44354 -1.06007 2.81650
O 2.31753 -1.69665 1.36551
H 2.43654 -2.57583 1.00225
H 2.86738 -1.09479 0.87726
*
```

# 7
Entry from the Open Molecules 2025 dataset: a molecular structure, C12H16BBr8F12O9P2V at a distorted geometry (the ωB97M-V functional and the def2-TZVPD basis).

Kohn-Sham gap (alpha / beta) in eV: 7.0 / 3.1
HOMO (alpha / beta) in eV: -10.11 / -10.11

The geometry in ORCA input format:
```
! RIJCOSX wB97M-V def2-TZVPD def2/J DEFGRID3
* xyz 0 3
O 1.57393 18.33843 29.99429
V 2.92424 19.00064 29.43645
P 3.27164 21.87964 29.31899
F 2.38301 23.05501 28.55536
F 2.06643 21.04659 29.98733
F 3.02655 20.83695 28.06489
F 4.11979 20.66200 30.02136
F 4.70567 22.39754 28.73189
F 3.26162 22.64919 30.75536
P 5.41702 17.32267 29.74368
F 6.30649 16.53608 28.52820
F 5.35853 15.95396 30.63228
F 6.70385 17.94171 30.49777
F 4.33884 18.14565 30.78100
F 5.36691 18.60068 28.72699
F 4.01642 16.77562 29.08545
O 2.69141 19.59180 21.00859
C 2.60663 18.78530 21.97200
O 3.31611 18.79658 23.04932
B 2.95461 17.68254 23.93424
O 1.97780 16.95774 23.11148
C 1.80811 17.53517 21.97136
O 0.94023 17.18541 21.05516
O 2.30995 18.16779 25.14207
C 2.93035 17.71269 26.20978
O 2.69311 18.06999 27.35840
C 4.16696 16.83345 25.73033
O 4.05238 16.83566 24.42854
O 4.94242 16.17143 26.43302
Br 5.38478 20.13008 26.31326
C 7.26104 20.80067 26.20713
C 7.95555 21.00338 27.60049
Br 8.64778 19.25687 28.25246
H 7.19947 21.77884 25.73018
H 7.77964 20.26173 25.41423
H 7.30084 21.38212 28.38536
H 8.83363 21.63313 27.45732
Br 0.35000 27.57271 28.63161
C 2.05685 27.70768 29.63277
C 2.87100 26.36847 29.51731
Br 4.62548 26.66219 30.49686
H 1.93449 27.82684 30.70931
H 2.57079 28.56999 29.20805
H 2.98246 26.05031 28.48075
H 2.36634 25.56159 30.04870
Br -0.10112 19.86801 27.92151
C -0.88724 21.59994 28.57167
C -0.79363 22.61183 27.47107
Br -1.87610 24.19751 28.07030
H -0.36247 21.90201 29.47802
H -1.93195 21.49511 28.86440
H -1.25648 22.26475 26.54728
H 0.23027 22.90825 27.24331
Br 2.32321 21.41502 25.36941
C 3.43571 22.75112 24.42284
C 3.28275 22.51309 22.94331
Br 1.67790 23.30450 22.05321
H 4.44068 22.41025 24.67172
H 3.31101 23.73690 24.87095
H 3.37702 21.45597 22.69489
H 4.19489 22.97871 22.57007
*
```

# 8
Entry from the Open Molecules 2025 dataset: C3H3N5 in the gas phase at a distorted geometry (the ωB97M-V functional and the def2-TZVPD basis).

Kohn-Sham gap in eV: 8.6
HOMO in eV: -9.61
SMILES string: [H]/N=c1\ncncnn1
Energy relative to the best compared isomer or geometry (same formula, charge and spin) in eV: 1.968

The geometry in ORCA input format:
```
! RIJCOSX wB97M-V def2-TZVPD def2/J DEFGRID3
* xyz 0 1
H -2.25638 0.64317 1.07236
N -2.01112 -0.31817 0.73265
C -1.06314 -0.10280 -0.05008
N -0.70247 1.18823 -0.49995
C 0.51944 1.44570 -0.32132
N 1.35860 0.73436 0.52139
C 1.49436 -0.51944 0.49227
N 0.79126 -1.40386 -0.37560
N -0.37327 -1.18798 -0.70418
H 0.96229 2.40586 -0.66485
H 2.14905 -1.07791 1.14715
*
```